CH5F5LiN3OSTe as an isolated structure, computed with wB97M-V/def2-TZVPD.

Positions of all 18 atoms, in Å:
Li 0.636 0.710 -0.194
N -0.594 -1.031 -0.280
N -1.958 -0.815 -0.429
C -2.444 0.443 -0.527
N -3.783 0.523 -0.643
S -1.496 1.822 -0.517
H -0.198 -1.524 -1.071
H -0.389 -1.523 0.581
H -2.583 -1.605 -0.472
H -4.385 -0.271 -0.507
H -4.192 1.440 -0.643
F 1.420 0.336 1.549
Te 3.078 0.200 0.565
F 2.780 2.016 0.186
F 4.774 0.230 -0.165
F 3.365 -1.480 1.298
F 3.841 0.836 2.126
O 2.128 -0.308 -0.859

Atoms 1-3, force components in eV/Å:
Li -0.7 -0.1 -0.3
N 0.0 0.0 0.0
N 0.0 0.1 0.0

Values from the calculation:
HOMO energy: -9.6 eV
Frontier orbital gap: 9.38 eV

C12H19Cl3O2Tc as an isolated structure in a non-equilibrium geometry, computed with wB97M-V/def2-TZVPD.

Positions of all 37 atoms, in Å:
C 1.502 -0.430 -0.348
C 1.685 -0.184 1.080
C 0.804 0.843 1.458
C 2.596 -0.939 1.966
C 0.142 1.320 0.280
C 0.720 0.699 -0.872
C 0.785 1.290 -2.246
C 2.468 -1.224 -1.165
C 0.607 1.342 2.830
C -0.692 2.530 0.164
Tc -0.554 -0.858 -0.302
Cl -0.409 -2.225 1.668
Cl -0.174 -3.001 -1.194
Cl -2.448 0.065 1.293
H 2.784 -1.941 1.572
H 2.159 -1.050 2.961
H 3.566 -0.438 2.085
H 0.361 0.504 3.488
H -0.199 2.073 2.882
H 1.510 1.812 3.229
H -1.314 2.658 1.049
H -1.369 2.477 -0.695
H -0.073 3.432 0.037
H -0.182 1.692 -2.547
H 1.120 0.529 -2.951
H 1.509 2.110 -2.229
H 2.579 -2.244 -0.774
H 3.468 -0.765 -1.170
H 2.138 -1.277 -2.212
O -1.453 -0.681 -1.975
H -0.989 -1.380 -2.463
C -3.838 -1.582 -0.773
C -3.240 -0.222 -0.665
O -3.566 0.830 -1.127
H -3.153 -2.369 -1.103
H -4.688 -1.561 -1.455
H -4.162 -1.835 0.226

Atoms 1-3, force components in eV/Å:
C 1.2 1.2 -0.1
C -0.8 1.3 -0.1
C 1.3 -1.1 -0.9

Values from the calculation:
HOMO energy (alpha / beta): 2.0 / 0.4 eV
Charge: -2
Frontier orbital gap (alpha / beta): 3.69 / 5.34 eV
Spin multiplicity: 4
⟨S²⟩: 3.7747

A 4-piece molecular cluster, C22H43O7P overall in a non-equilibrium geometry, computed with wB97M-V/def2-TZVPD.

Positions of all 73 atoms, in Å:
C 3.067 2.832 -1.699
C 2.745 1.284 -1.995
P 1.608 0.404 -0.788
C 2.269 0.284 0.969
C 2.675 1.668 1.686
C -0.205 0.925 -0.905
C -0.621 2.422 -1.294
C -0.296 3.541 -0.194
C -0.707 3.165 1.308
O -2.100 2.785 1.475
C -1.150 0.105 0.137
O -1.093 -1.255 -0.411
C -1.340 -1.044 -1.824
O -2.036 -1.740 -2.595
O -0.645 0.183 -2.115
H 2.577 3.570 -2.444
H 4.208 2.970 -1.861
H 2.830 3.193 -0.645
H 2.229 1.248 -3.032
H 3.735 0.708 -2.128
H 3.168 -0.421 0.973
H 1.465 -0.217 1.636
H 2.047 2.572 1.389
H 2.637 1.495 2.831
H 3.776 1.888 1.399
H -0.127 2.710 -2.287
H -1.760 2.400 -1.513
H 0.795 3.892 -0.275
H -0.932 4.469 -0.478
H -0.515 4.099 1.960
H -0.088 2.270 1.703
H -2.630 3.013 0.681
H -0.826 0.224 1.236
H -2.260 0.415 0.045
C -1.690 -4.945 -3.844
C -0.929 -6.125 -3.283
C 0.146 -6.334 -4.333
O 0.428 -5.048 -4.899
C -0.583 -4.124 -4.470
H -2.258 -4.392 -3.094
H -2.386 -5.287 -4.618
H -0.470 -5.850 -2.328
H -1.546 -7.011 -3.123
H -0.208 -6.986 -5.140
H 1.061 -6.761 -3.917
H -0.130 -3.448 -3.738
H -0.929 -3.534 -5.322
C -6.167 4.050 2.495
C -5.660 5.127 3.429
C -4.475 5.677 2.661
O -4.775 5.521 1.267
C -5.923 4.673 1.134
H -7.212 3.782 2.660
H -5.559 3.146 2.607
H -6.422 5.904 3.547
H -5.392 4.758 4.420
H -3.564 5.108 2.874
H -4.286 6.731 2.880
H -6.768 5.298 0.827
H -5.742 3.926 0.357
C 3.904 -4.690 2.421
C 4.417 -3.603 3.339
C 5.594 -3.057 2.554
O 5.281 -3.227 1.166
C 4.134 -4.080 1.052
H 2.861 -4.959 2.598
H 4.515 -5.592 2.536
H 3.654 -2.827 3.457
H 4.696 -3.961 4.332
H 6.508 -3.622 2.764
H 5.782 -2.001 2.762
H 3.284 -3.460 0.747
H 4.309 -4.834 0.281

Atoms 1-3, force components in eV/Å:
C 1.2 0.6 -0.6
C -0.2 1.7 -0.7
P 0.6 -2.4 -0.3

Values from the calculation:
HOMO energy: -7.7 eV
Frontier orbital gap: 8.19 eV

no.,molecular weight (g/mol)
1,336.67
2,399.64
3,450.55